Density functional theory data (ωB97M-V with the def2-TZVPD basis set) for C2HBr5OS as an isolated structure.

Last column: Mulliken charge in e.
Element x y z (Å)
C: 0.306 0.045 -0.716  -0.395
C: 0.891 2.922 0.484  -0.335
O: 1.896 0.305 1.336  -0.438
S: 1.792 0.881 0.025  0.601
Br: 1.180 -1.510 -1.475  -0.059
Br: -0.571 1.079 -2.066  0.005
Br: -0.907 2.609 1.058  0.049
Br: 2.011 3.480 1.929  0.024
Br: 1.030 4.048 -1.049  0.061
H: -0.398 -0.277 0.054  0.488

Summary:
E_HOMO, eV: -9.3
DFT total energy, eV: -365182.869
Kohn-Sham gap, hartree: 0.31737

Density functional theory data (ωB97M-V with the def2-TZVPD basis set) for C15H19F18HgN4O13S6 as an isolated structure.

Last column: Mulliken charge in e.
Element x y z (Å)
Hg: -0.056 0.216 -0.485  3.710
C: 3.907 0.159 -1.339  0.769
F: 3.344 -1.020 -1.130  -0.177
F: 4.017 0.810 -0.201  -0.259
F: 5.113 -0.041 -1.868  -0.244
S: 2.937 1.167 -2.560  0.586
O: 3.696 2.366 -2.740  -0.569
O: 2.744 0.356 -3.695  -0.499
N: 1.469 1.349 -1.767  -0.582
S: 1.172 2.858 -1.283  0.689
O: -0.098 2.740 -0.600  -0.461
O: 2.200 3.598 -0.653  -0.684
C: 0.704 3.789 -2.855  0.722
F: 0.942 5.078 -2.773  -0.239
F: 1.327 3.276 -3.905  -0.213
F: -0.592 3.611 -2.997  -0.188
C: 0.112 -3.893 -3.310  0.599
F: -0.957 -3.939 -4.071  -0.213
F: -0.239 -4.280 -2.075  -0.243
F: 1.022 -4.718 -3.793  -0.218
S: 0.802 -2.146 -3.195  0.903
O: 0.255 -1.636 -1.965  -0.936
O: 2.213 -2.295 -3.302  -0.723
N: 0.371 -1.466 -4.636  -0.544
S: -1.028 -0.730 -4.408  1.174
O: -1.967 -1.357 -3.523  -0.538
O: -0.816 0.682 -4.220  -0.649
C: -1.809 -0.837 -6.089  0.308
F: -1.601 -2.027 -6.675  -0.230
F: -3.093 -0.555 -6.039  -0.210
F: -1.230 0.044 -6.877  -0.227
C: -3.547 -1.798 1.713  0.566
F: -4.341 -0.838 2.111  -0.204
F: -2.707 -2.073 2.662  -0.136
F: -4.326 -2.841 1.422  -0.255
S: -2.547 -1.479 0.121  0.394
O: -1.188 -1.817 0.511  -0.551
O: -3.173 -2.205 -0.904  -0.471
N: -2.301 0.205 -0.078  -0.394
S: -3.693 0.721 -0.751  0.683
O: -3.689 0.640 -2.166  -0.600
O: -4.889 0.273 -0.099  -0.659
C: -3.701 2.556 -0.439  0.620
F: -3.501 2.801 0.861  -0.250
F: -2.752 3.184 -1.118  -0.170
F: -4.898 3.016 -0.813  -0.219
C: -0.526 2.262 2.560  -2.097
C: 0.300 1.091 3.135  1.448
C: -0.801 0.277 3.825  -0.997
C: -0.289 -1.041 4.387  -0.853
C: 0.437 -1.822 3.278  -1.385
C: 1.518 -1.044 2.491  1.831
N: 0.901 0.258 2.106  0.604
O: 1.817 0.976 1.283  0.509
C: 2.717 -0.962 3.442  -1.715
C: 1.834 -1.832 1.227  -1.577
C: 1.276 1.666 4.183  -1.742
H: -1.464 1.939 2.126  0.204
H: 0.018 2.903 1.859  0.373
H: -0.649 2.974 3.379  0.649
H: -1.239 0.881 4.621  0.553
H: -1.598 -0.009 3.139  -0.409
H: -1.149 -1.696 4.583  0.516
H: 0.237 -1.057 5.345  0.448
H: -0.269 -2.293 2.598  0.396
H: 0.964 -2.667 3.738  0.462
H: 3.107 -1.970 3.561  0.477
H: 3.515 -0.374 2.960  0.368
H: 2.530 -0.489 4.396  0.374
H: 1.801 -1.359 0.241  -0.218
H: 2.914 -2.049 1.269  0.491
H: 1.332 -2.786 1.078  0.096
H: 2.300 1.599 3.815  0.232
H: 1.145 1.191 5.155  0.356
H: 1.126 2.728 4.381  0.503
H: 2.586 1.199 1.837  0.135

Summary:
Charge: -1
E_HOMO, eV: -7.0
DFT total energy, eV: -166538.534
Kohn-Sham gap, hartree: 0.31039

Density functional theory data (ωB97M-V with the def2-TZVPD basis set) for C21H17Cl3FeN3O12S2 as an isolated structure.

Last column: Mulliken charge in e.
Element x y z (Å)
Fe: -0.499 1.298 -0.392  0.364
O: -3.087 4.178 0.546  -0.774
C: -2.164 3.396 0.369  0.110
O: -2.223 2.169 0.002  -0.436
C: -0.734 3.860 0.633  0.646
C: -0.272 5.150 0.806  -0.531
C: 1.101 5.342 0.932  -0.155
C: 1.974 4.262 0.882  -0.687
C: 1.431 3.007 0.685  0.794
N: 0.122 2.850 0.595  0.103
C: 2.147 1.686 0.470  0.268
O: 3.331 1.566 0.757  -0.793
O: 1.353 0.775 0.032  -0.420
H: -0.980 5.967 0.815  0.495
H: 1.495 6.345 1.036  0.396
H: 3.047 4.376 0.938  0.488
O: -0.513 -4.128 -2.250  -0.782
S: -0.751 -3.326 -1.019  0.819
O: -1.058 -4.223 0.163  -0.802
O: -1.083 0.054 1.040  -0.524
C: -2.473 -2.683 -1.362  -0.085
C: -3.499 -3.517 -0.932  -0.487
C: -4.829 -3.243 -1.207  -0.501
C: -5.163 -2.099 -1.917  -0.635
C: -4.152 -1.243 -2.322  -0.502
C: -2.813 -1.522 -2.056  0.159
S: -1.764 -0.148 -2.643  0.838
O: -1.202 -0.567 -3.941  -0.730
O: -0.636 -0.153 -1.558  -0.423
O: -0.361 2.441 -1.915  -0.137
H: -3.207 -4.398 -0.370  0.414
H: -5.605 -3.917 -0.857  0.337
H: -6.199 -1.859 -2.131  0.333
H: -4.396 -0.320 -2.838  0.382
N: -0.206 -0.733 1.544  0.211
C: 0.767 -1.367 1.436  0.449
N: 1.787 -2.167 1.471  0.099
C: 1.630 -3.629 1.456  -0.331
C: 1.934 -4.178 2.845  -0.731
C: 3.291 -3.698 3.360  -0.671
C: 3.388 -2.173 3.317  -0.683
C: 3.090 -1.664 1.913  -0.206
H: 2.340 -4.020 0.721  0.218
H: 0.617 -3.879 1.128  0.276
H: 1.900 -5.269 2.807  0.382
H: 1.140 -3.857 3.527  0.294
H: 4.080 -4.118 2.725  0.289
H: 3.471 -4.065 4.374  0.343
H: 4.381 -1.837 3.626  0.370
H: 2.663 -1.735 4.012  0.287
H: 3.835 -2.038 1.205  0.284
H: 3.094 -0.580 1.831  -0.045
Cl: -0.774 2.827 -4.692  -0.100
C: -0.425 4.301 -3.796  0.818
Cl: -0.119 5.615 -4.964  -0.170
Cl: -1.788 4.801 -2.780  -0.120
C: 0.863 4.116 -2.933  -0.118
O: 1.828 4.817 -3.088  -0.661
O: 0.875 3.155 -2.033  -0.024

Summary:
Charge: -2
<S²>: 0.7842
E_HOMO (spin up / spin down), eV: -1.8 / -1.8
DFT total energy, eV: -144715.872
2S+1: 2
Kohn-Sham gap (spin up / spin down), hartree: 0.22159 / 0.22162